Here is C7H12O in the gas phase in a non-equilibrium geometry from the OMol25 dataset. Energies are from ωB97M-V with the def2-TZVPD basis set.

The calculation puts the HOMO-LUMO gap at 8.91 eV. The calculation puts the energy relative to the best compared isomer or geometry (same formula, charge and spin) at 43.1 kcal/mol. For the HOMO energy, the calculation gives -8.0 eV. As for the structure (SMILES): C=C(C)[C@H](C)C(C)=O. As for the total energy: -349.07989 hartree. As for the net charge: 0. The value obtained for the max |F| is 3.47 eV/A.

Structure (XYZ):
```
20
Properties=species:S:1:pos:R:3:lowdin_charge:R:1
C -1.139 1.693 -1.451 -0.0008
C -0.337 -2.157 1.118 -0.0555
C 1.585 0.498 -0.870 -0.0578
C -0.994 0.391 -0.741 -0.3633
C -0.008 -0.705 0.933 -0.3607
C 0.327 -0.302 -0.572 -0.2445
C 0.302 0.118 1.953 0.0233
O -1.792 0.052 0.159 0.0538
H 0.323 -1.234 -1.143 0.1425
H -0.661 2.473 -0.849 0.1024
H -0.649 1.671 -2.422 0.0828
H -2.193 1.943 -1.551 0.0882
H -0.879 -2.299 2.051 0.0839
H 0.582 -2.746 1.166 0.0884
H -0.944 -2.520 0.287 0.0773
H 0.986 0.946 1.861 0.0457
H -0.223 0.085 2.893 0.0567
H 2.459 -0.074 -0.564 0.0859
H 1.595 1.439 -0.323 0.0733
H 1.659 0.725 -1.933 0.0782
```